(1)
Density functional theory data (wB97M-V/def2-TZVPD) for an isolated molecule of C8H10O3S.

```
22
Properties=species:S:1:pos:R:3
C 1.3983 -1.6865 -0.5927
S 0.5570 -0.1269 0.0702
C 2.0479 0.8582 0.0300
O 0.2395 -0.2385 1.4727
C -0.6705 0.6920 -0.8950
C -1.8707 0.9438 -0.0871
C -2.6480 1.7023 -1.1387
C -3.5805 0.9088 -1.6239
O -3.6262 -0.3838 -1.0867
C -2.8435 -0.3418 0.1149
C -2.9554 -1.0581 1.1932
O -2.5827 -1.6412 2.1138
H 0.6308 -2.3653 -0.9769
H 2.1873 -1.3832 -1.3971
H 1.8819 -2.1515 0.1785
H 2.9188 0.2429 0.1109
H 1.8148 1.3971 -0.8631
H 2.0442 1.6078 0.7829
H -0.9640 0.2796 -1.8342
H -1.7978 1.4846 0.9061
H -2.3272 2.6861 -1.5085
H -4.1760 1.1461 -2.4846
```

Values from the calculation:
- lowest unoccupied orbital energy (eV) = 0.410
- SMILES = CS(C)(=O)=C[C@H]1C=COC1=C=O
- energy above the lowest of the compared OMol25 structures with the same formula, charge and spin (eV) = 3.421
- Kohn-Sham gap (eV) = 8.06



(2)
Density functional theory data (wB97M-V/def2-TZVPD) for a structure of composition C8H10O8PTi.

```
28
Properties=species:S:1:pos:R:3
O 3.3572 -1.8204 -4.2415
C 2.5768 -1.8203 -3.4112
Ti -0.0288 0.1008 0.0123
C -1.4792 -0.5109 1.3198
O -2.2124 -0.9193 2.1130
C 0.2646 1.9150 0.5523
O 0.6957 3.0052 0.7534
C -1.2892 0.5777 -1.7381
O -1.5328 0.8544 -2.8399
C 1.6958 -0.5999 1.1383
O 2.5930 -0.7567 1.8453
H 1.1659 0.3355 -1.0942
C -4.0813 -0.0022 -0.5260
O -3.3160 1.2047 -0.5647
P -2.4627 2.2662 0.3953
O -3.7859 3.0080 1.0108
C -4.6719 2.2868 1.8870
O -1.7611 2.0024 1.9014
C -1.7145 3.2783 2.5604
H -3.5137 -0.8223 -0.9559
H -4.9852 0.1074 -1.1493
H -4.3978 -0.2478 0.4805
H -5.4265 1.8654 1.2180
H -4.2312 1.4881 2.4990
H -5.1409 3.0115 2.5692
H -2.5931 3.4665 3.1991
H -0.7969 3.3625 3.1636
H -1.6834 4.0968 1.8155
```

Values from the calculation:
- lowest unoccupied orbital energy (alpha / beta) (eV) = -16.975 / -16.518
- total charge = +3
- energy above the lowest of the compared OMol25 structures with the same formula, charge and spin (eV) = 2.599
- Kohn-Sham gap (alpha / beta) (eV) = 3.78 / 4.23



(3)
Density functional theory data (wB97M-V/def2-TZVPD) for a cluster of 2 separate species, C8H10OS2 in total.

```
21
Properties=species:S:1:pos:R:3
C 1.2481 0.4327 -1.5381
C 0.7976 0.0574 -0.1053
C 1.7026 -0.6762 0.6391
C 1.4097 -0.8979 1.9680
C 0.2614 -0.5438 2.5740
C -0.6468 0.1417 1.8599
C -0.3057 0.5839 0.5644
C -1.1538 1.4257 -0.2325
O -1.1946 1.5970 -1.4304
S -2.5195 2.2241 0.7042
H 1.6046 1.5174 -1.4002
H 2.0938 -0.2002 -1.7332
H 0.4496 0.3098 -2.3261
H 2.4924 -1.2646 0.1872
H 2.2371 -1.5211 2.4277
H 0.0902 -0.9309 3.6327
H -1.5706 0.3093 2.4699
H -3.0653 2.8556 -0.3270
S -1.7481 -2.2646 -2.5644
H -0.4317 -2.2198 -2.8855
H -1.7508 -0.9354 -2.4845
```

Values from the calculation:
- lowest unoccupied orbital energy (eV) = -0.142
- SMILES = Cc1ccccc1C(=O)S.S
- energy above the lowest of the compared OMol25 structures with the same formula, charge and spin (eV) = 0.000
- Kohn-Sham gap (eV) = 9.41



(4)
Density functional theory data (wB97M-V/def2-TZVPD) for an isolated molecule of C8H10P2.

```
20
Properties=species:S:1:pos:R:3
C -0.8419 -2.3011 -0.2247
C 0.0912 -2.0248 0.6913
C 1.0511 -0.8578 0.6488
P 0.5300 0.4505 1.7833
C 1.5948 1.8072 0.7389
C 0.8863 2.2058 -0.3197
C -0.3019 1.3164 -0.5938
C -0.9171 1.1340 0.7894
P 0.7259 -0.2578 -1.2513
C -0.8610 -1.3869 -1.4376
H -1.6707 -2.8473 -0.1022
H 0.0869 -2.6154 1.6216
H 2.0816 -1.1423 0.9270
H 2.6453 2.1812 0.9459
H 1.3786 2.9625 -0.9125
H -1.0706 1.5593 -1.3534
H -1.2547 2.1424 1.1506
H -1.6094 0.2663 0.9661
H -0.8492 -1.8756 -2.4625
H -1.6953 -0.7166 -1.6052
```

Values from the calculation:
- lowest unoccupied orbital energy (eV) = 1.045
- SMILES = C1=C[C@@H]2P3C=C[C@H](C3)P2C1
- energy above the lowest of the compared OMol25 structures with the same formula, charge and spin (eV) = 0.000
- Kohn-Sham gap (eV) = 9.57



(5)
Density functional theory data (wB97M-V/def2-TZVPD) for an isolated molecule of C8H10S.

```
19
Properties=species:S:1:pos:R:3
C 1.5436 -1.7307 -1.1687
C 0.9497 -0.6048 -0.9802
C 0.2462 0.1662 -2.0433
C 0.8974 0.0192 0.4410
C -0.4762 0.1737 1.0334
C -0.8162 1.2174 1.9436
C -2.1354 1.1312 2.4165
C -2.8665 0.1077 1.8078
S -1.9029 -0.6896 0.6940
H 2.1145 -2.2698 -0.3858
H 1.5290 -1.8908 -2.2781
H 0.5474 -0.0699 -3.1192
H 0.3687 1.2052 -1.9836
H -0.8469 -0.0373 -2.0711
H 1.1614 1.1008 0.3730
H 1.4916 -0.4331 1.1896
H -0.1319 1.9571 2.4431
H -2.5480 1.5324 3.3652
H -3.9118 -0.0345 1.9778
```

Values from the calculation:
- lowest unoccupied orbital energy (eV) = 0.888
- SMILES = C=C(C)Cc1cccs1
- energy above the lowest of the compared OMol25 structures with the same formula, charge and spin (eV) = 1.976
- Kohn-Sham gap (eV) = 9.36



(6)
Density functional theory data (wB97M-V/def2-TZVPD) for a structure of composition C8H11AlBr2F4IO.

```
28
Properties=species:S:1:pos:R:3
C 3.3241 -2.0143 0.5231
C 2.4468 -1.2339 -0.4293
F 1.6818 -2.2181 -1.1192
Al 1.1625 0.0213 0.5572
C -0.5773 0.0548 -0.4808
C -1.8290 -0.0231 0.4074
C -3.0670 -0.4826 -0.3619
F -3.0080 -0.1397 -1.6554
Br -3.1267 -2.4534 -0.3094
C -4.4193 0.0903 0.2551
F -4.1605 0.8814 1.2957
F -5.2612 -0.8470 0.6969
Br -5.4533 1.1639 -1.0411
C 1.9958 1.9067 0.5251
C 2.2377 2.3752 -0.8377
O 3.1482 2.0288 -1.5682
I 0.7174 3.7664 -1.6005
H 3.9465 -2.7260 -0.0176
H 3.9640 -1.3552 1.0969
H 2.6814 -2.5714 1.1928
H 3.0686 -0.7265 -1.1592
H 1.0041 -0.4303 2.0959
H -0.6180 0.9941 -1.0197
H -0.5611 -0.7675 -1.1813
H -2.0104 0.9253 0.8897
H -1.6310 -0.7480 1.1804
H 1.3761 2.6157 1.0608
H 2.9679 1.9131 1.0044
```

Values from the calculation:
- lowest unoccupied orbital energy (eV) = 2.399
- total charge = -1
- energy above the lowest of the compared OMol25 structures with the same formula, charge and spin (eV) = 0.000
- Kohn-Sham gap (eV) = 7.68



(7)
Density functional theory data (wB97M-V/def2-TZVPD) for a structure of composition C8H11B11Br6LaNO4.

```
42
Properties=species:S:1:pos:R:3
La 1.2906 -0.7524 0.1605
O 2.5728 -2.7619 3.8879
C 2.1823 -2.3385 2.6774
O 1.1784 -1.5944 2.4387
C 3.0354 -2.9743 1.6160
C 3.7185 -4.1201 1.9088
C 4.0610 -4.9367 0.8793
C 3.6419 -4.6799 -0.4680
C 2.8247 -3.4959 -0.7003
N 2.7084 -2.6816 0.3345
C 2.2838 -2.9786 -1.9324
O 2.5951 -3.7408 -2.9656
O 1.5785 -2.0057 -2.0280
H 2.0585 -2.4727 4.6621
H 4.0829 -4.3354 2.9443
H 4.7717 -5.7830 1.0269
H 4.2915 -5.1466 -1.2562
H 1.8392 -3.6876 -3.6337
Br 0.9897 1.9207 1.3754
B -0.7281 2.4230 0.4486
B -1.5936 3.8735 0.7120
C -2.3198 4.0573 -0.8727
B -0.7866 3.6227 -1.0085
B -1.9530 2.8681 -2.0836
B -3.5028 2.9164 -1.2153
B -3.3034 3.4666 0.4103
B -2.2988 2.2369 1.2257
Br -2.5207 1.7941 3.0904
B -3.5845 1.7564 -0.0207
Br -5.2554 1.0104 0.5595
B -2.7125 1.3079 -1.5302
Br -2.9345 -0.1386 -2.8148
B -0.8391 1.8566 -1.2042
Br 0.7007 1.0554 -2.2989
B -1.9247 1.0046 -0.0439
Br -1.5678 -0.9909 0.4458
H -1.4606 4.6343 1.5447
H -2.6262 5.1108 -1.1480
H 0.1909 4.1940 -1.2164
H -1.9820 3.2397 -3.1731
H -4.5531 3.2216 -1.7121
H -4.1494 4.0448 0.9781
```

Values from the calculation:
- lowest unoccupied orbital energy (alpha / beta) (eV) = -16.805 / -17.064
- total charge = +4
- Kohn-Sham gap (alpha / beta) (eV) = 4.38 / 4.32



(8)
Density functional theory data (wB97M-V/def2-TZVPD) for a structure of composition C8H11BrClNO3.

```
25
Properties=species:S:1:pos:R:3
C 0.2972 1.3624 -0.9726
C 0.2233 0.1589 -1.5005
C -0.7967 0.2524 1.3461
C -0.2003 -1.0520 -0.8382
C -0.1540 1.7417 0.3563
C -0.0961 -0.9103 0.7594
C 0.3610 -0.0831 -3.0438
C -0.4366 -2.1669 1.6395
N 0.7954 2.4125 1.3166
O 0.3084 2.9590 2.2694
O 1.9609 2.3809 1.0610
O 1.2772 -0.5911 1.0211
Cl -2.0144 -1.3154 -1.1091
Br -1.7020 2.8348 0.2591
H 0.6550 2.2218 -1.4717
H -0.4624 0.6360 2.3551
H -1.8465 0.0730 1.0815
H 0.3037 -1.9544 -0.9368
H 0.8146 -1.0071 -3.2641
H 0.9611 0.6606 -3.4027
H -0.6443 0.0153 -3.5497
H -1.6193 -2.4459 1.5324
H -0.1856 -2.0162 2.6546
H 0.2552 -2.9292 1.2203
H 1.9453 -1.2377 1.2168
```

Values from the calculation:
- lowest unoccupied orbital energy (eV) = 0.185
- energy above the lowest of the compared OMol25 structures with the same formula, charge and spin (eV) = 0.000
- Kohn-Sham gap (eV) = 9.96



Here are the calculated max |F| numbers, same order: 4.04; 11.71; 4.72; 4.85; 3.95; 2.81; 5.04; 5.80 (eV/A).